12
Properties=species:S:1:pos:R:3 method="wB97M-V/def2-TZVPD" energy_ha=-360.57685 e_above_lowest_kcal_mol=58.1 homo_energy_ev=-10.0 max_force_ha_per_bohr=0.0130 smiles="[H]/N=C/[C@H]1O[C@H]1C=O" gap_ev=10.75
O 0.64 2.23 1.40
O -1.17 -0.81 0.91
N 1.39 -0.16 -1.11
C -0.90 -0.42 -0.42
C 0.41 1.06 1.25
C 0.38 -0.92 -1.02
C -0.89 0.56 0.67
H 2.18 -0.64 -1.54
H -1.76 -0.45 -1.08
H 1.10 0.26 1.57
H 0.36 -1.96 -1.38
H -1.73 1.25 0.76

=====

9
Properties=species:S:1:pos:R:3 method="wB97M-V/def2-TZVPD" energy_ha=-1103.54292 charge=-1 e_above_lowest_kcal_mol=21.0 homo_energy_ev=-4.3 max_force_ha_per_bohr=0.1095 gap_ev=7.96
Cl 3.74 1.25 -0.97
S 2.53 -0.79 -0.22
O -1.07 -0.54 0.95
O 3.41 -1.44 0.77
N 1.11 -0.55 0.55
C -0.07 0.05 0.16
H -0.39 0.02 -0.89
H -1.10 -1.49 0.87
H -0.06 1.08 0.56